A cluster of 2 separate species, C3H4ClNO2 in total. Source: OMol25; level of theory: wB97M-V/def2-TZVPD.

```
11
Properties=species:S:1:pos:R:3:mulliken_charge:R:1
C 2.8551 -0.6339 -0.0845 0.558
C -1.2591 0.2345 0.1518 -0.463
C -0.0308 1.9166 -0.8853 -0.097
N 2.0584 -1.3226 0.4704 -0.387
O 3.4613 0.1740 -0.6430 -0.401
O -0.8155 0.9035 -0.8557 -0.187
Cl 0.8032 2.4325 0.5515 -0.190
H -0.9090 0.4123 1.1525 0.258
H -2.0084 -0.4988 -0.0696 0.284
H 0.4283 2.1527 -1.8269 0.375
H 2.0201 -2.2354 0.8576 0.251
```

**E_tot**: -782.0164 a.u.
**Multiplicity**: 1
**Orbital gap (alpha / beta)**: 8.2 / 8.3 eV
**E_LUMO (alpha / beta)**: 0.66 / 0.70 eV
**E_HOMO (alpha / beta)**: -7.527 / -7.603 eV
**Charge**: 0
**Relative energy (zero: lowest compared OMol25 entry of this formula, charge and spin)**: 87.0 kcal per mole



A cluster of 2 separate species, C6H13BrFNO5S in total. Source: OMol25; level of theory: wB97M-V/def2-TZVPD.

```
28
Properties=species:S:1:pos:R:3:mulliken_charge:R:1
C 2.5995 -1.4695 1.6849 -1.041
C 2.9207 -1.1817 0.1876 -0.498
C 1.6939 -1.2907 -0.7130 0.296
F 2.1876 -1.6496 -1.9523 -0.392
N 1.0028 0.0192 -0.8555 -0.263
Br 0.5690 0.3998 -2.6456 -0.056
C -0.1328 0.1294 0.0346 0.219
C -0.4359 1.6533 0.4167 0.277
O -1.3673 1.8379 1.2315 -0.713
O 0.2644 2.4995 -0.1258 -0.730
S -1.6967 -0.5554 -0.5570 1.200
C -2.7278 -0.7762 0.8958 -1.080
O -1.5902 -1.8583 -1.1501 -0.648
O -2.3371 0.4517 -1.3498 -0.628
H 1.5457 -1.3576 1.9351 0.295
H 2.8551 -2.5073 1.9133 0.356
H 3.2421 -0.8567 2.3139 0.277
H 3.3652 -0.1910 0.1302 0.324
H 3.5954 -1.9701 -0.1411 0.339
H 1.0308 -2.1054 -0.4038 0.328
H 0.0975 -0.3791 0.9723 0.127
H -3.6624 -1.2490 0.6007 0.400
H -2.9484 0.2206 1.2778 0.335
H -2.2140 -1.3300 1.6797 0.339
O -2.0968 3.5421 -1.4407 -0.386
H -1.1744 3.6996 -1.7304 0.450
H -2.1725 3.6197 -0.4635 0.442
H -2.4133 2.6546 -1.7458 0.431
```

**E_tot**: -3739.3256 a.u.
**Multiplicity**: 1
**Orbital gap**: 8.1 eV
**E_LUMO**: -0.54 eV
**E_HOMO**: -8.663 eV
**Charge**: 0



A cluster of 15 separate species, C3H36NO15 in total. Source: OMol25; level of theory: wB97M-V/def2-TZVPD.

```
55
Properties=species:S:1:pos:R:3:mulliken_charge:R:1
C 2.0582 1.1507 1.1368 -1.012
C 1.5480 1.3653 2.5750 0.249
C 1.7783 0.0968 3.4097 -0.027
O 1.5353 -0.9915 2.9979 -0.037
N 1.3919 0.2582 0.1187 1.100
H 3.0484 0.7186 1.2848 0.556
H 2.1199 2.1272 0.6401 0.676
H 0.4923 1.5930 2.6948 -0.269
H 2.2078 2.0904 3.0272 0.436
H 2.1911 0.1445 4.4408 0.446
H 0.5078 0.6699 -0.1972 -0.420
H 1.3161 -0.6994 0.4541 -0.058
H 2.0417 0.2714 -0.6647 0.388
H -1.9991 1.2872 -0.3686 0.319
H -2.1876 -0.0806 0.0923 0.196
O -1.4571 0.6015 0.0570 -0.647
H -0.7994 3.0235 4.3538 0.334
H -0.5902 2.9908 2.8748 0.386
O -0.6282 3.6130 3.6069 -0.580
H 2.3937 3.6287 -1.7223 0.269
H 3.5152 2.5513 -1.3686 0.283
O 2.7036 2.9786 -1.0863 -0.574
H -0.6179 -2.6463 2.4955 0.282
H -1.6912 -2.6818 1.4263 0.276
O -0.7377 -2.7759 1.5483 -0.600
H 2.8630 -2.3648 1.3269 0.272
H 4.0424 -1.7586 0.5501 0.282
O 3.0776 -1.8074 0.5725 -0.477
H -4.3534 0.0382 0.2065 0.245
H -4.3053 -1.4171 0.0460 0.307
O -3.6973 -0.6732 0.1682 -0.562
H -0.9120 3.7108 0.0683 0.273
H -0.5125 2.1519 0.3338 0.289
O -0.4812 3.0677 0.6336 -0.532
H -3.6015 -3.7611 1.2459 0.289
H -3.6448 -4.1385 -0.2391 0.307
O -3.7337 -3.3926 0.3668 -0.580
H -3.7034 2.7379 0.5255 0.292
H -4.5938 2.3799 -0.5517 0.286
O -3.8104 2.0188 -0.1073 -0.592
H 0.1807 -2.3668 -0.1860 0.090
H 0.4549 -2.9416 -1.4730 0.380
O 0.8732 -2.3180 -0.8685 -0.441
H 2.8628 -0.4184 -3.5893 0.353
H 1.5035 -0.3688 -2.9139 0.223
O 1.9630 -0.0952 -3.7162 -0.678
H -2.2111 -2.2651 -1.3459 0.274
H -2.4013 -2.6478 -2.7731 0.272
O -1.8102 -2.1274 -2.2149 -0.545
H -0.0236 0.9981 -3.1374 0.275
H 0.3576 2.3748 -2.5932 0.274
O -0.3909 1.7875 -2.7268 -0.554
H 2.2903 -2.1465 -4.3708 0.337
H 1.4290 -2.6246 -3.2481 0.281
O 2.1475 -2.9170 -3.8157 -0.612
```

**E_tot**: -1318.5286 a.u.
**Multiplicity**: 2
**Orbital gap (alpha / beta)**: 6.7 / 2.8 eV
**E_LUMO (alpha / beta)**: -8.87 / -12.76 eV
**E_HOMO (alpha / beta)**: -15.571 / -15.571 eV
**Charge**: +2



A structure of composition C12H29B3NO6PS. Source: OMol25; level of theory: wB97M-V/def2-TZVPD.

```
53
Properties=species:S:1:pos:R:3:mulliken_charge:R:1
N 1.2757 0.8418 0.8185 -0.734
P 0.3002 2.0081 0.3265 0.500
B 0.9234 3.7068 1.0097 0.476
O 0.8544 3.9143 2.3627 -0.458
B 1.8233 4.7271 2.8954 0.685
O 2.7345 5.3653 2.0988 -0.501
B 2.7054 5.0502 0.7755 0.544
S 4.2268 5.1444 -0.2781 -0.358
O 1.5256 4.6314 0.2033 -0.173
H 2.0043 1.2334 1.4141 0.184
H 0.2584 2.0876 -1.0699 -0.004
H -1.0277 1.8538 0.7562 0.010
H 1.8689 4.8615 4.0707 -0.136
H 4.6846 3.9315 0.0296 0.111
C -3.7345 4.9520 4.2968 -0.571
C -2.6321 5.2482 3.2825 -0.602
C -2.1451 3.8451 2.9421 0.259
O -3.2771 2.9846 3.0712 -0.419
C -4.3415 3.6766 3.7259 -0.500
H -4.4627 5.7545 4.4019 0.356
H -3.2980 4.7566 5.2785 0.262
H -3.0565 5.7278 2.3976 0.349
H -1.8391 5.8877 3.6683 0.310
H -1.3715 3.5117 3.6381 0.164
H -1.7554 3.7687 1.9282 -0.229
H -5.1186 3.9037 2.9879 0.275
H -4.7705 3.0282 4.4900 0.274
C -1.5188 -2.1828 -2.6742 -0.579
C -0.9258 -2.8332 -1.4259 -0.218
C -0.1195 -1.6872 -0.8309 -0.462
O -0.8124 -0.4845 -1.1936 -0.294
C -1.8039 -0.7706 -2.1800 -0.569
H -2.4091 -2.6835 -3.0526 0.347
H -0.7744 -2.1603 -3.4735 0.267
H -1.7264 -3.1267 -0.7425 0.267
H -0.3142 -3.7102 -1.6332 0.054
H 0.8890 -1.6456 -1.2515 0.236
H -0.0336 -1.7327 0.2526 0.293
H -2.7930 -0.7067 -1.7122 0.300
H -1.7476 -0.0213 -2.9716 0.289
C 2.3704 -6.8352 -3.9297 -0.553
C 3.4286 -6.7518 -2.8321 -0.549
C 2.9620 -5.5329 -2.0471 -0.463
O 1.5377 -5.4996 -2.1668 -0.330
C 1.1142 -6.4175 -3.1768 -0.408
H 2.2815 -7.8217 -4.3817 0.333
H 2.5935 -6.1164 -4.7208 0.273
H 3.3883 -7.6442 -2.2039 0.264
H 4.4450 -6.6464 -3.2078 0.332
H 3.3698 -4.6082 -2.4686 0.281
H 3.2289 -5.5775 -0.9911 0.271
H 0.6383 -7.2763 -2.6913 0.288
H 0.3766 -5.9296 -3.8151 0.254
```

**E_tot**: -1795.1030 a.u.
**Multiplicity**: 1
**Orbital gap**: 8.6 eV
**E_LUMO**: 0.23 eV
**E_HOMO**: -8.421 eV
**Charge**: 0
**Relative energy (zero: lowest compared OMol25 entry of this formula, charge and spin)**: 0.0 kcal per mole



An isolated molecule of C8H13N. Source: OMol25; level of theory: wB97M-V/def2-TZVPD.

```
22
Properties=species:S:1:pos:R:3:mulliken_charge:R:1
C 2.3041 -0.5167 0.1251 -0.670
C 1.0591 -1.4739 0.3360 -0.509
N 0.1796 -0.6615 -0.5362 -0.252
C 1.2832 0.4219 -0.6812 -0.007
C 0.8115 1.6825 -0.0311 -0.733
C -0.4471 1.2947 0.7807 -0.669
C -0.9367 0.0140 0.0527 0.741
C -2.0355 -0.8219 0.4718 -0.665
C -2.2969 0.0300 -0.7598 -0.933
H 3.0787 -0.8816 -0.6367 0.260
H 2.7359 -0.0859 1.0474 0.293
H 1.1877 -2.5440 -0.0694 0.307
H 0.7653 -1.4664 1.4164 0.242
H 1.6059 0.5626 -1.7289 0.385
H 1.5570 1.9925 0.7726 0.309
H 0.6645 2.4992 -0.8256 0.273
H -0.0643 1.0038 1.7884 0.173
H -1.3845 1.9281 0.8439 0.385
H -2.0119 -1.8723 0.3408 0.272
H -2.6413 -0.6096 1.3797 0.232
H -2.2064 -0.5481 -1.6411 0.304
H -2.9933 0.8682 -0.6996 0.261
```

**SMILES string**: C1CN2[C@H]1CCC21CC1
**E_tot**: -367.2870 a.u.
**Multiplicity**: 1
**Orbital gap**: 9.5 eV
**E_LUMO**: 1.13 eV
**E_HOMO**: -8.375 eV
**Charge**: 0
**Relative energy (zero: lowest compared OMol25 entry of this formula, charge and spin)**: 56.5 kcal per mole



A structure of composition C2H3N3O2. Source: OMol25; level of theory: wB97M-V/def2-TZVPD.

```
10
Properties=species:S:1:pos:R:3:mulliken_charge:R:1
C -1.1030 -0.1528 -0.8433 -0.303
C 0.0370 -1.0823 -0.8688 0.585
N -0.9648 0.6915 0.1316 -0.360
N 0.7883 -0.5996 0.2096 0.018
N 0.0559 0.3102 0.8587 0.077
O 0.3080 -2.0362 -1.5498 -0.578
O 0.9830 1.7207 1.3737 -0.470
H -1.9466 -0.1437 -1.5044 0.420
H 1.5758 -1.0468 0.6512 0.266
H 0.2664 2.3391 1.5414 0.345
```

**E_tot**: -392.6183 a.u.
**Multiplicity**: 1
**Orbital gap**: 8.2 eV
**E_LUMO**: -1.25 eV
**E_HOMO**: -9.482 eV
**Charge**: 0
**Relative energy (zero: lowest compared OMol25 entry of this formula, charge and spin)**: 110.0 kcal per mole